[1]
99
Properties=species:S:1:pos:R:3:forces:R:3 method="wB97M-V/def2-TZVPD" homo_lumo_gap_ev=7.086 total_charge=+1 relative_energy_kcal_mol=0.0
Ca -0.128 0.083 0.058 0.0 -0.1 0.2
C 1.446 0.801 -4.324 0.0 0.0 0.0
C 2.061 -0.377 -4.705 0.0 0.0 0.0
C 2.119 -1.429 -3.804 0.0 0.0 0.0
C 1.547 -1.278 -2.548 0.0 0.0 0.0
N 0.922 -0.149 -2.194 0.1 0.0 -0.1
C 0.893 0.865 -3.056 0.0 0.0 0.0
C 1.588 -2.365 -1.524 0.0 0.0 0.0
C 2.305 -3.540 -1.729 0.0 0.0 0.0
C 2.273 -4.521 -0.757 0.0 0.0 0.0
C 1.535 -4.312 0.395 0.0 0.0 0.0
C 0.858 -3.109 0.538 0.0 0.0 0.1
N 0.895 -2.159 -0.401 0.0 -0.1 0.0
C 0.107 -2.783 1.788 0.0 0.0 0.0
C -0.267 -3.754 2.709 0.0 0.0 0.0
C -0.877 -3.355 3.888 0.0 0.0 0.0
C -1.090 -2.007 4.117 0.0 0.0 0.0
C -0.715 -1.107 3.133 0.0 0.0 0.0
N -0.148 -1.487 1.988 0.0 0.0 0.1
H 1.388 1.654 -4.984 0.0 0.0 0.0
H 2.498 -0.480 -5.689 0.0 0.0 0.0
H 2.600 -2.351 -4.091 0.0 0.0 0.0
H 0.404 1.769 -2.710 0.0 0.0 0.0
H 2.889 -3.688 -2.624 0.0 0.0 0.0
H 2.832 -5.438 -0.889 0.0 0.0 0.0
H 1.523 -5.053 1.180 0.0 0.0 0.0
H -0.091 -4.802 2.514 0.0 0.0 0.0
H -1.174 -4.093 4.622 0.0 0.0 0.0
H -1.541 -1.653 5.033 0.0 0.0 0.0
H -0.864 -0.040 3.253 0.0 0.0 0.0
O 1.802 1.493 0.156 -0.1 -0.1 0.0
C 1.028 2.283 0.744 0.0 0.1 0.0
O 0.140 1.886 1.564 0.0 0.0 0.0
C 0.915 3.708 0.248 0.0 0.0 0.0
P -0.677 3.638 -0.712 0.0 0.0 0.0
C -1.890 4.478 0.371 0.0 0.0 0.0
C -1.719 4.650 1.741 0.0 0.0 0.0
C -2.726 5.224 2.509 0.0 0.0 0.0
C -3.915 5.623 1.919 0.0 0.0 0.0
C -4.097 5.448 0.553 0.0 0.0 0.0
C -3.094 4.878 -0.213 0.0 0.0 0.0
C -0.444 4.895 -2.014 0.0 0.0 0.0
C -0.029 6.196 -1.727 0.0 0.0 0.0
C 0.135 7.119 -2.746 0.0 0.0 0.0
C -0.122 6.755 -4.064 0.0 0.0 0.0
C -0.542 5.469 -4.359 0.0 0.0 0.0
C -0.700 4.542 -3.335 0.0 0.0 0.0
H 1.728 3.947 -0.435 0.0 0.0 0.0
H 0.873 4.435 1.057 0.0 0.0 0.0
H -0.812 4.313 2.226 0.0 0.0 0.0
H -2.574 5.361 3.572 0.0 0.0 0.0
H -4.696 6.073 2.518 0.0 0.0 0.0
H -5.021 5.760 0.084 0.0 0.0 0.0
H -3.243 4.756 -1.281 0.0 0.0 0.0
H 0.155 6.489 -0.700 0.0 0.0 0.0
H 0.458 8.126 -2.515 0.0 0.0 0.0
H 0.003 7.480 -4.857 0.0 0.0 0.0
H -0.753 5.187 -5.382 0.0 0.0 0.0
H -1.039 3.538 -3.570 0.0 0.0 0.0
C -3.159 -4.311 0.484 0.0 0.0 -0.1
C -3.846 -3.701 1.698 0.0 0.0 0.0
N -5.178 -3.194 1.398 0.0 0.0 0.0
C -6.228 -4.188 1.153 0.0 0.0 0.0
C -6.724 -4.167 -0.283 0.0 0.0 0.0
C -5.587 -1.907 1.546 -0.1 0.1 0.0
O -6.768 -1.599 1.547 0.0 0.0 0.0
C -4.573 -0.800 1.656 0.0 0.0 0.1
C -4.913 0.317 2.415 0.0 0.0 0.0
C -4.050 1.396 2.446 0.0 0.0 0.0
C -2.884 1.340 1.700 0.0 0.0 0.0
N -2.559 0.289 0.940 0.0 0.0 -0.1
C -3.396 -0.756 0.930 0.0 0.0 0.0
H -2.178 -4.702 0.759 0.0 0.0 0.0
H -3.030 -3.572 -0.310 0.0 0.0 0.0
H -3.744 -5.137 0.077 0.0 0.0 0.0
H -3.246 -2.898 2.121 0.0 0.0 0.0
H -3.942 -4.457 2.484 0.0 0.0 0.0
H -7.055 -3.991 1.836 0.0 0.0 0.0
H -5.809 -5.163 1.404 0.0 0.0 0.0
H -7.153 -3.195 -0.520 0.0 0.0 0.0
H -7.498 -4.923 -0.423 0.0 0.0 0.0
H -5.914 -4.374 -0.984 0.0 0.0 0.0
H -5.856 0.323 2.946 0.0 0.0 0.0
H -4.270 2.282 3.026 0.0 0.0 0.0
H -2.170 2.151 1.716 0.0 0.0 0.0
H -3.107 -1.572 0.284 0.0 0.0 0.0
Se -2.611 0.402 -2.315 0.0 0.0 -0.1
N -1.978 -1.166 -1.737 0.0 0.1 0.0
C -1.641 -1.862 -2.809 0.0 0.0 0.0
C -1.139 -3.201 -2.790 0.0 -0.1 0.0
C -0.824 -3.791 -3.967 0.0 0.0 0.0
C -0.972 -3.111 -5.225 0.0 0.0 0.0
C -1.454 -1.849 -5.294 0.0 0.0 0.0
C -1.817 -1.186 -4.077 0.0 0.0 0.0
N -2.320 0.032 -4.020 0.0 0.0 0.1
H -1.033 -3.718 -1.845 0.0 0.0 0.0
H -0.455 -4.809 -3.972 0.0 0.0 0.0
H -0.704 -3.637 -6.131 0.0 0.0 0.0
H -1.589 -1.332 -6.234 0.0 0.0 0.0

***

[2]
93
Properties=species:S:1:pos:R:3:forces:R:3 method="wB97M-V/def2-TZVPD" homo_lumo_gap_ev=7.771 total_charge=+1 relative_energy_kcal_mol=24.3
Ir 0.421 -0.096 -0.926 -0.1 -0.1 -1.0
C 2.985 1.265 0.513 -0.1 0.0 0.0
P 2.345 1.159 -1.220 0.2 0.0 0.3
C 3.533 0.177 -2.186 0.0 0.0 0.0
C 3.510 -1.214 -2.065 0.0 0.0 0.0
C 4.387 -1.995 -2.801 0.0 0.0 0.0
C 5.291 -1.396 -3.670 0.0 0.0 0.0
C 5.317 -0.014 -3.797 0.0 0.0 0.0
C 4.442 0.771 -3.057 0.0 0.0 0.0
C 2.360 2.805 -1.942 -0.1 0.0 0.1
C 3.044 3.874 -1.372 0.0 0.0 0.0
C 2.984 5.128 -1.966 0.0 0.0 0.0
C 2.242 5.315 -3.122 0.0 0.0 0.0
C 1.556 4.250 -3.692 0.0 0.0 0.0
C 1.608 2.999 -3.101 0.0 0.0 0.0
C 2.376 0.137 1.301 0.0 0.0 -0.1
C 2.713 -0.490 2.468 0.0 -0.1 0.0
C 1.690 -1.457 2.746 0.0 0.0 0.0
C 0.762 -1.371 1.745 0.1 0.1 0.0
C -0.557 -2.032 1.494 -0.1 0.0 0.0
P -0.988 -1.831 -0.284 0.2 -0.1 0.3
C -0.265 -3.246 -1.163 -0.1 0.0 0.0
C 0.818 -3.937 -0.625 0.0 0.0 0.0
C 1.468 -4.908 -1.377 0.0 0.0 0.0
C 1.046 -5.190 -2.667 0.0 0.0 0.0
C -0.032 -4.503 -3.210 0.0 0.0 0.0
C -0.683 -3.534 -2.464 0.0 0.0 0.0
C -2.775 -1.944 -0.413 -0.1 0.0 0.0
C -3.513 -0.802 -0.099 0.0 -0.1 0.0
C -4.899 -0.853 -0.133 0.1 0.0 0.0
C -5.543 -2.033 -0.476 0.0 0.0 0.0
C -4.809 -3.174 -0.774 0.0 0.0 0.0
C -3.425 -3.135 -0.739 0.0 0.1 0.0
N 1.182 -0.406 0.846 -0.1 0.3 0.3
H 2.638 2.221 0.918 0.0 0.0 -0.1
H 4.075 1.263 0.534 0.0 0.0 0.0
H 2.807 -1.698 -1.394 0.0 0.0 0.0
H 4.360 -3.072 -2.694 0.0 0.0 0.0
H 5.975 -2.006 -4.245 0.0 0.0 0.0
H 6.020 0.457 -4.470 0.0 0.0 0.0
H 4.467 1.848 -3.169 0.0 0.0 0.0
H 3.631 3.738 -0.474 0.0 0.0 0.0
H 3.518 5.958 -1.522 0.0 0.0 0.0
H 2.194 6.294 -3.579 0.0 0.0 0.0
H 0.967 4.399 -4.587 0.0 0.0 0.0
H 1.048 2.174 -3.526 0.0 0.0 0.0
H 3.597 -0.313 3.060 0.0 0.0 0.0
H 1.663 -2.130 3.589 0.0 0.0 0.0
H -1.346 -1.492 2.023 0.0 0.0 0.0
H -0.591 -3.078 1.801 0.0 0.0 0.0
H 1.168 -3.713 0.375 0.0 0.0 0.0
H 2.303 -5.447 -0.947 0.0 0.0 0.0
H 1.552 -5.950 -3.249 0.0 0.0 0.0
H -0.368 -4.725 -4.215 0.0 0.0 0.0
H -1.529 -3.005 -2.890 0.0 0.0 0.0
H -3.003 0.106 0.194 0.0 0.1 0.0
H -5.474 0.031 0.109 0.0 0.0 0.0
H -6.624 -2.068 -0.505 0.0 0.0 0.0
H -5.317 -4.095 -1.028 0.0 0.0 0.0
H -2.851 -4.025 -0.962 0.0 0.0 0.0
N 0.249 -0.450 -2.898 -0.1 0.0 0.0
C 0.271 -0.866 -3.964 -0.1 0.1 -0.1
C 0.290 -1.417 -5.282 0.1 0.0 -0.1
C -0.906 -1.649 -5.959 0.0 0.0 0.0
C -0.864 -2.212 -7.222 0.0 0.0 0.0
C 0.357 -2.535 -7.800 0.0 0.0 0.0
C 1.546 -2.300 -7.121 0.0 0.0 0.0
C 1.521 -1.739 -5.856 0.0 0.0 0.0
H -1.849 -1.387 -5.498 0.0 0.0 0.0
H -1.785 -2.396 -7.759 0.0 0.0 0.0
H 0.382 -2.973 -8.789 0.0 0.0 0.0
H 2.492 -2.553 -7.579 0.0 0.0 0.0
H 2.435 -1.551 -5.307 0.0 0.0 0.0
C -2.762 3.471 -1.626 0.0 0.0 0.0
C -1.707 3.588 -0.731 0.0 0.0 0.0
C -0.806 2.545 -0.573 -0.1 0.1 0.0
C -0.949 1.372 -1.306 0.3 -0.1 0.2
C -2.003 1.258 -2.203 -0.1 0.0 0.0
C -2.907 2.304 -2.358 0.0 0.0 0.0
H -3.465 4.285 -1.750 0.0 0.0 0.0
H -1.583 4.492 -0.148 0.0 0.0 0.0
H -0.001 2.647 0.146 0.0 0.0 0.0
H -2.153 0.351 -2.775 0.0 0.0 0.0
H -3.730 2.197 -3.054 0.0 0.0 0.0
C -2.797 1.835 3.775 0.0 0.0 0.0
C -1.610 1.260 3.041 0.1 0.1 0.1
N -0.459 1.171 3.750 0.0 -0.1 -0.1
O -1.671 0.935 1.865 0.0 -0.1 0.0
H -2.699 1.774 4.857 0.0 0.0 0.0
H -3.696 1.312 3.454 0.0 0.0 0.0
H -2.903 2.883 3.492 0.0 0.0 0.0
H -0.434 1.367 4.734 0.0 0.0 0.0
H 0.344 0.729 3.326 0.0 0.0 0.0